Record 1
This record from the Open Molecules 2025 dataset describes a cluster of 14 separate species, C4H32N2O13 in total. The level of theory is wB97M-V/def2-TZVPD.

Output
LUMO in hartree: 0.0098
ΔE to the lowest compared entry with this formula, charge and spin in kJ/mol: 227.19
Highest occupied orbital energy in eV: -8.57
HOMO-LUMO gap in eV: 8.84

```
51
Properties=species:S:1:pos:R:3:mulliken_charge:R:1
C -2.0335 3.5424 -0.7627 -1.330
C -0.8295 3.0025 -1.4752 1.031
C 0.5020 3.1487 -1.3303 -1.106
N 1.2030 2.3337 -2.2129 -0.492
C 0.2667 1.7611 -2.9329 -0.310
N -0.9777 2.1020 -2.5194 0.031
H -1.7166 4.3920 -0.1588 0.373
H -2.7655 3.8713 -1.4967 0.367
H -2.4313 2.8045 -0.0713 0.233
H 1.0545 3.7831 -0.6606 0.468
H 0.3982 1.2471 -3.8663 0.477
H -1.8832 1.7815 -2.8120 0.333
H 0.7819 -1.1200 -2.2463 0.269
H 2.3379 -1.1542 -2.3466 0.313
O 1.5418 -1.6981 -2.4045 -0.689
H -3.1130 0.8012 -0.7539 0.266
H -4.4017 0.5654 -1.6294 0.238
O -3.4475 0.4751 -1.6021 -0.636
H 1.7085 0.0501 5.2184 0.351
H 0.7798 -0.2110 4.1078 0.366
O 0.7613 0.0576 5.0374 -0.731
H -2.1982 -0.4227 -2.7122 0.239
H -1.3132 -1.1570 -3.6221 0.276
O -1.2480 -0.5018 -2.9126 -0.453
H 1.3304 1.1321 0.3285 0.145
H 0.7568 1.4937 1.7318 0.326
O 0.7836 0.7912 1.0365 -0.448
H 4.7149 0.6916 -1.2970 0.275
H 3.1653 0.8587 -1.4823 0.353
O 3.8823 0.2229 -1.3684 -0.666
H -0.3607 -2.4418 3.8712 0.278
H 0.1937 -2.9576 2.5029 0.322
O 0.1055 -2.1824 3.0699 -0.698
H 0.6537 -3.2727 -1.6127 0.448
H 1.1524 -4.5288 -2.4160 0.294
O 0.5281 -4.2226 -1.7600 -0.720
H -1.9421 -4.4571 -0.0033 0.269
H -0.4879 -4.0901 -0.1917 0.435
O -1.1858 -4.1240 0.4870 -0.642
H 1.0466 1.7450 4.0099 0.362
H 2.2816 1.7300 3.0059 0.312
O 1.4237 2.0991 3.1911 -0.705
H 2.4843 -0.6476 2.4279 0.316
H 1.7101 -1.5485 3.3344 0.466
O 2.5291 -1.0038 3.3258 -0.718
H -1.7020 0.1192 0.5806 0.422
H -2.6015 -0.7421 1.3310 0.287
O -2.5259 0.1912 1.1022 -0.714
H -0.8014 -2.0460 0.6603 0.176
H 0.3264 -0.8591 0.2526 0.314
O -0.4376 -1.4048 0.0470 -0.375
```



Record 2
This record from the Open Molecules 2025 dataset describes a cluster of 2 separate species, C2H12OSi3 in total. The level of theory is wB97M-V/def2-TZVPD.

Output
LUMO in hartree: -0.0415
ΔE to the lowest compared entry with this formula, charge and spin in kJ/mol: 260.39
Highest occupied orbital energy in eV: -8.84
HOMO-LUMO gap in eV: 7.71

```
18
Properties=species:S:1:pos:R:3:mulliken_charge:R:1
C -0.2594 0.9606 2.1820 -1.237
C -0.4512 -2.2070 1.5613 -1.029
O -0.9022 -0.3174 -0.2601 -0.497
Si 1.3752 0.8294 -2.4047 0.403
Si -0.9128 1.2330 -2.2456 0.561
Si -0.0095 -0.4793 0.9806 0.337
H 0.5256 1.5938 2.2010 0.389
H -1.1780 1.3648 2.0737 0.367
H -0.2160 0.5143 3.1654 0.358
H -0.6585 -2.9674 0.7838 0.287
H 0.5549 -2.4654 1.9487 0.279
H -1.0981 -2.3852 2.4161 0.334
H 1.5831 -0.7067 -2.6828 -0.020
H 1.4597 1.5102 -3.7062 -0.179
H 2.5002 1.2932 -1.6523 -0.064
H -1.8350 0.7154 -3.2633 -0.055
H -1.9204 2.2446 -1.6451 -0.038
H 1.4423 -0.7309 0.5477 -0.198
```



Record 3
This record from the Open Molecules 2025 dataset describes a cluster of 10 separate species, C28H56Cl2O27 in total. The level of theory is wB97M-V/def2-TZVPD.

Output
LUMO in hartree: 0.0027
ΔE to the lowest compared entry with this formula, charge and spin in kJ/mol: 470.72
Highest occupied orbital energy in eV: -10.67
HOMO-LUMO gap in eV: 10.75

```
113
Properties=species:S:1:pos:R:3:mulliken_charge:R:1
C 4.5199 -0.4103 0.4340 -0.589
O 5.5948 0.5110 0.8028 -0.297
C 6.0836 0.4796 2.0240 0.850
O 5.4463 -0.0057 2.9605 -0.601
O 7.2509 1.0799 2.0289 -0.315
C 7.9706 1.1872 3.2495 -0.688
H 4.3738 -0.5341 -0.6391 0.290
H 3.5112 -0.1984 0.7887 0.170
H 4.7442 -1.4346 0.7314 0.305
H 8.6082 0.3169 3.4047 0.304
H 7.3552 1.2228 4.1485 0.325
H 8.6331 2.0499 3.1796 0.243
C -3.2766 -5.4388 -5.1581 -0.673
O -3.3520 -6.7837 -5.5397 -0.288
C -4.1035 -7.0799 -6.6361 0.802
O -4.7130 -6.3140 -7.3499 -0.578
O -4.1056 -8.3857 -6.7809 -0.308
C -4.7108 -8.9936 -7.8827 -0.652
H -4.2784 -5.0411 -4.9958 0.319
H -2.7146 -4.7304 -5.7666 0.290
H -2.8116 -5.4583 -4.1725 0.260
H -4.0103 -9.6503 -8.3987 0.244
H -5.0343 -8.3393 -8.6923 0.338
H -5.5198 -9.5599 -7.4211 0.243
C -1.2201 -0.2829 -1.9254 -0.529
O -1.3192 -0.4514 -0.4461 -0.319
C -0.6026 0.5248 0.2703 0.763
O 0.0761 1.4505 -0.1671 -0.546
O -0.7344 0.2279 1.5963 -0.307
C -0.0190 0.9078 2.6298 -0.550
H -1.9291 0.4410 -2.3271 0.243
H -1.4470 -1.3218 -2.1650 0.194
H -0.1792 -0.0704 -2.1692 0.314
H -0.2227 0.5784 3.6487 0.260
H -0.2100 1.9808 2.6493 0.271
H 1.0570 0.7353 2.6516 0.199
C -1.6392 -2.5432 7.3922 -0.628
O -0.6639 -3.3011 6.7542 -0.294
C 0.5835 -2.8502 6.6660 0.801
O 1.0539 -1.8550 7.2890 -0.601
O 1.1756 -3.6005 5.7403 -0.298
C 2.4801 -3.2686 5.3920 -0.598
H -1.6238 -1.4981 7.0829 0.264
H -1.5120 -2.4193 8.4676 0.293
H -2.6360 -2.9243 7.1701 0.259
H 2.4079 -2.4215 4.7099 0.260
H 2.9233 -4.0666 4.7962 0.239
H 3.1413 -3.0252 6.2236 0.305
C 7.3089 7.1069 1.2390 -0.677
O 6.4282 6.0372 1.3856 -0.290
C 5.5969 6.0662 2.3624 0.810
O 5.7594 6.6288 3.4374 -0.594
O 4.5682 5.3373 2.0383 -0.269
C 3.4008 5.2050 2.8296 -0.594
H 6.7318 7.8137 0.6428 0.278
H 8.2305 6.8278 0.7283 0.221
H 7.6439 7.4886 2.2034 0.339
H 2.5774 4.7328 2.2937 0.168
H 3.0405 6.1844 3.1445 0.315
H 3.7439 4.5788 3.6531 0.296
C -4.6845 -0.8536 -9.2092 -0.624
O -5.5992 -0.8313 -8.0806 -0.319
C -5.1873 -0.6205 -6.8274 0.808
O -4.0303 -0.4080 -6.5222 -0.585
O -6.2539 -0.6801 -6.0139 -0.303
C -6.1053 -0.7440 -4.5809 -0.604
H -5.2362 -0.7822 -10.1466 0.246
H -4.0512 -1.7378 -9.2821 0.277
H -4.0159 0.0071 -9.1971 0.298
H -5.1942 -1.2685 -4.2929 0.282
H -6.9686 -1.2723 -4.1761 0.246
H -6.0434 0.2421 -4.1208 0.278
C 1.1013 5.6752 -1.7669 -0.656
O 0.0909 5.2429 -2.6046 -0.289
C -0.5935 6.1280 -3.4616 0.675
O -0.5102 7.3235 -3.3550 -0.510
O -1.2879 5.4170 -4.4423 -0.306
C -1.0477 3.9812 -4.6460 -0.565
H 2.0425 5.9442 -2.2464 0.315
H 1.3480 4.9343 -1.0065 0.191
H 0.6889 6.5048 -1.1926 0.317
H -1.8001 3.4714 -5.2478 0.330
H -0.9349 3.3946 -3.7343 0.183
H -0.0716 3.6725 -5.0203 0.316
C -0.8959 2.3308 9.8529 -0.651
O -1.7913 3.1084 10.6179 -0.303
C -1.6963 3.1665 11.9004 0.831
O -0.8608 2.5641 12.5628 -0.578
O -2.6275 4.0364 12.3429 -0.312
C -2.4868 4.5782 13.6587 -0.707
H -0.7844 1.3197 10.2445 0.307
H 0.1073 2.7451 9.7529 0.296
H -1.3144 2.1793 8.8578 0.237
H -3.3766 4.8737 14.2147 0.275
H -2.0066 5.5552 13.6038 0.286
H -1.8685 4.0134 14.3564 0.319
C 1.6563 -4.6278 -4.9858 -0.620
O 1.3370 -5.4682 -6.1189 -0.310
C 1.4095 -6.8553 -5.9830 0.823
O 1.6049 -7.4933 -4.9712 -0.575
O 1.2058 -7.3357 -7.1291 -0.303
C 1.1658 -8.7385 -7.3536 -0.650
H 1.5321 -3.6016 -5.3316 0.223
H 2.7136 -4.7548 -4.7533 0.303
H 1.0664 -4.8894 -4.1074 0.277
H 1.4088 -8.9044 -8.4032 0.245
H 0.1825 -9.1847 -7.2046 0.265
H 1.9535 -9.2262 -6.7794 0.325
C -4.4467 4.8960 0.1091 -0.255
Cl -5.5552 6.2189 -0.4230 -0.149
Cl -4.6392 3.3458 -0.8912 -0.137
H -3.4442 5.3188 0.1750 0.245
H -4.6365 4.6460 1.1529 0.298
```